Record 1
The following is a quantum chemistry calculation of C20H29N3O4S as an isolated structure at a distorted geometry, from OMol25.

Last column: Mulliken charge in e.
Cartesian coordinates (Å):
C -1.10 -3.42 -1.25  -1.26
O 0.08 -3.48 -0.43  -0.48
C 1.08 -2.45 -0.59  0.64
C 1.07 -1.70 -1.67  -0.67
C 2.05 -0.91 -1.90  -0.86
C 2.93 -0.71 -0.69  1.23
C 2.81 -1.61 0.50  -0.57
C 1.88 -2.43 0.33  0.56
O 1.95 -3.18 1.48  -0.47
C 1.21 -4.37 1.78  -1.41
H 1.17 -4.84 0.99  0.63
H 1.44 -4.69 2.60  0.44
H 0.15 -4.21 1.83  0.34
H 3.65 -1.35 1.17  0.41
C 4.11 0.35 -0.97  -2.06
H 4.72 0.02 -1.52  1.03
H 4.72 0.19 0.15  0.22
C 3.64 1.75 -1.05  -0.57
N 2.95 2.46 -0.15  -0.02
C 1.62 2.96 -0.23  0.74
O 1.12 2.99 -1.54  -0.69
C 0.83 3.57 1.05  -2.13
C -0.10 2.59 1.47  -0.13
C 0.47 1.15 1.71  -0.03
O 1.51 1.04 1.96  -0.36
N -0.03 0.22 0.76  0.05
C -1.16 0.41 -0.01  0.26
N -1.73 -0.03 -0.82  0.42
C -2.95 0.20 -1.48  -2.00
C -4.12 -0.53 -1.11  -0.23
H -4.93 -0.12 -1.94  0.27
H -4.01 -1.59 -1.37  0.34
C -4.60 -0.12 0.26  1.10
C -5.19 1.14 0.32  -1.81
H -6.03 1.35 -0.35  0.38
H -4.35 2.20 0.14  0.12
H -5.49 1.48 1.17  0.68
C -5.72 -1.12 0.93  -1.32
H -6.59 -1.03 0.01  0.22
H -6.18 -0.80 1.77  0.51
H -5.26 -2.24 0.80  0.25
H -3.92 -0.19 1.16  -0.10
H -2.74 -0.07 -2.60  0.17
H -3.06 1.19 -1.50  1.25
S -1.62 2.38 0.22  -0.36
H 0.39 -0.82 0.67  -0.03
H -0.39 2.70 2.43  0.53
H 0.58 4.26 0.66  1.22
H 1.70 3.76 1.59  0.42
H 3.01 2.27 0.91  0.30
H 4.59 2.48 -1.30  0.27
H 3.12 1.90 -2.11  0.33
H 2.24 -0.02 -2.71  0.08
H 0.35 -1.80 -2.33  0.83
H -1.75 -4.23 -0.85  0.29
H -0.79 -3.61 -2.14  0.74
H -1.63 -2.49 -1.42  0.26

E_LUMO	0.6	eV
E	-1642.1420	hartree
orbital gap	8.793	eV
HOMO	-8.208	eV
energy above the lowest of the compared OMol25 structures with the same formula, charge and spin	546.0	kcal per mole
max |F|	19.72	eV Å⁻¹


Record 2
The following is a quantum chemistry calculation of one molecule with the formula C20H29N3O6S at a distorted geometry, from OMol25.

Last column: Mulliken charge in e.
Cartesian coordinates (Å):
C 6.08 0.22 1.36  -1.22
C 4.82 -0.60 1.59  -0.59
N 3.70 -0.06 0.86  0.01
C 2.62 0.44 1.46  0.41
O 2.40 0.47 2.65  -0.70
N 1.65 1.00 0.58  0.12
C 1.62 1.03 -0.77  0.34
O 2.47 0.53 -1.49  -0.74
C 0.44 1.79 -1.36  0.55
C -0.11 1.08 -2.60  -1.47
O -0.57 1.94 -0.36  -0.32
C -1.43 2.96 -0.49  0.04
O -1.36 3.77 -1.38  -0.63
C -2.51 2.99 0.58  0.56
C -2.18 2.27 1.89  -1.35
C -2.17 0.75 1.76  0.06
N -3.39 0.28 1.13  -0.06
S -3.54 -1.39 1.15  1.35
O -3.31 -1.82 2.49  -0.74
O -4.79 -1.70 0.52  -0.74
C -2.20 -1.93 0.10  -0.21
C -2.40 -2.03 -1.26  -0.61
C -1.32 -2.32 -2.08  -1.03
C -0.05 -2.49 -1.55  1.39
C 1.11 -2.75 -2.46  -1.74
C 0.14 -2.41 -0.16  1.34
C 1.49 -2.64 0.44  -1.93
C -0.95 -2.12 0.65  -0.81
C -3.65 0.88 -0.16  -0.15
C -3.79 2.39 -0.01  -1.47
H 6.34 0.23 0.30  0.33
H 6.91 -0.20 1.91  0.39
H 5.93 1.25 1.69  0.31
H 4.55 -0.59 2.65  0.41
H 4.99 -1.64 1.28  0.30
H 3.76 0.01 -0.15  0.26
H 0.86 1.39 1.07  -0.09
H 0.79 2.79 -1.65  0.51
H -0.57 0.14 -2.31  0.20
H -0.84 1.71 -3.09  0.43
H 0.71 0.88 -3.28  0.48
H -2.69 4.05 0.78  0.46
H -1.21 2.60 2.28  0.40
H -2.95 2.55 2.62  0.46
H -2.13 0.28 2.74  0.54
H -1.29 0.43 1.18  -0.13
H -3.40 -1.91 -1.66  0.51
H -1.47 -2.40 -3.15  0.35
H 1.82 -1.92 -2.41  0.25
H 0.78 -2.86 -3.49  0.40
H 1.65 -3.65 -2.16  0.38
H 1.76 -3.70 0.37  0.52
H 2.25 -2.07 -0.09  0.36
H 1.50 -2.36 1.49  0.39
H -0.84 -2.06 1.72  0.44
H -4.58 0.44 -0.52  0.58
H -2.84 0.65 -0.88  -0.07
H -4.01 2.84 -0.98  0.49
H -4.62 2.60 0.67  0.46

E_LUMO	0.6	eV
E	-1793.5012	hartree
orbital gap	10.019	eV
HOMO	-9.466	eV
energy above the lowest of the compared OMol25 structures with the same formula, charge and spin	3.6	kcal per mole
max |F|	1.01	eV Å⁻¹
SMILES string	CCNC(=O)NC(=O)[C@@H](C)OC(=O)C1CCN(S(=O)(=O)c2ccc(C)c(C)c2)CC1


Record 3
The following is a quantum chemistry calculation of one molecule with the formula C20H29NO3, from OMol25.

Last column: Mulliken charge in e.
Cartesian coordinates (Å):
C -3.98 -2.33 -1.65  -1.26
C -4.33 -2.03 -0.19  0.65
C -5.28 -3.08 0.38  -1.53
O -5.01 -0.78 -0.08  -0.41
C -4.33 0.39 -0.15  0.11
C -5.12 1.54 -0.08  -0.44
C -4.54 2.79 -0.13  -0.65
C -3.17 2.92 -0.25  -0.90
C -2.36 1.79 -0.31  0.13
C -0.90 2.00 -0.42  -0.13
O -0.45 3.04 -0.83  -0.63
C 0.00 0.88 0.06  0.81
C -0.16 0.67 1.57  -0.84
C 0.80 -0.42 2.03  -0.97
C 2.23 -0.06 1.63  -0.70
N 2.29 0.07 0.19  0.52
C 3.63 0.06 -0.39  -0.52
C 4.25 -1.34 -0.34  -0.53
C 5.59 -1.31 -1.07  -0.69
O 6.48 -0.37 -0.51  -0.40
C 5.96 0.93 -0.56  -0.69
C 4.64 1.05 0.20  -0.41
C 1.47 1.18 -0.24  -1.51
C -2.95 0.52 -0.26  0.52
H -3.45 -3.28 -1.71  0.36
H -3.36 -1.55 -2.07  0.34
H -4.89 -2.40 -2.23  0.36
H -3.42 -2.01 0.42  0.24
H -4.82 -4.06 0.34  0.41
H -5.52 -2.84 1.41  0.38
H -6.20 -3.09 -0.20  0.33
H -6.19 1.42 0.01  0.45
H -5.17 3.67 -0.08  0.38
H -2.70 3.89 -0.30  0.50
H -0.26 -0.05 -0.45  0.22
H -1.20 0.41 1.81  0.46
H 0.07 1.61 2.09  0.35
H 0.53 -1.37 1.57  0.36
H 0.74 -0.54 3.12  0.43
H 2.90 -0.86 1.95  0.46
H 2.52 0.87 2.14  0.35
H 3.49 0.31 -1.45  0.31
H 3.59 -2.07 -0.80  0.36
H 4.43 -1.64 0.70  0.31
H 6.10 -2.28 -0.99  0.38
H 5.43 -1.08 -2.14  0.38
H 6.72 1.57 -0.11  0.36
H 5.81 1.24 -1.61  0.38
H 4.26 2.08 0.12  0.32
H 4.81 0.82 1.25  0.29
H 1.59 1.32 -1.32  0.49
H 1.75 2.13 0.25  0.26
H -2.32 -0.35 -0.33  0.26

E_LUMO	0.5	eV
E	-1059.9697	hartree
orbital gap	8.880	eV
HOMO	-8.427	eV
energy above the lowest of the compared OMol25 structures with the same formula, charge and spin	33.5	kcal per mole
max |F|	0.82	eV Å⁻¹
SMILES string	CC(C)Oc1cccc(C(=O)[C@@H]2CCCN(C3CCOCC3)C2)c1


Record 4
The following is a quantum chemistry calculation of C20H30AsN2O3PdS2 as an isolated structure, from OMol25.

Last column: Mulliken charge in e.
Cartesian coordinates (Å):
Pd 0.99 -0.02 1.06  0.60
C -2.42 -0.46 0.11  -0.99
As -1.34 -1.98 0.55  0.97
C -2.12 -3.53 -0.27  -1.13
C -1.51 -2.19 2.45  -1.20
O 0.24 -1.81 -0.01  -0.73
H -3.43 -0.62 0.48  0.45
H -2.44 -0.33 -0.97  0.39
H -2.00 0.42 0.60  0.10
H -3.08 -3.74 0.19  0.41
H -1.44 -4.37 -0.12  0.34
H -2.24 -3.34 -1.33  0.38
H -2.56 -2.10 2.71  0.46
H -0.94 -1.42 2.97  0.35
H -1.14 -3.18 2.74  0.37
C -1.27 8.09 8.28  -1.10
C -0.89 6.95 7.36  0.76
O -1.56 5.98 7.18  -0.51
S 0.69 7.24 6.55  -0.23
C 0.77 5.83 5.48  0.13
C 0.86 4.55 6.01  -0.32
C 0.93 3.46 5.16  -0.63
C 0.93 3.64 3.77  0.61
C 0.86 4.93 3.26  -0.64
C 0.77 6.02 4.11  -0.40
C 0.99 2.51 2.89  0.34
C 1.04 1.55 2.15  -0.81
H -2.03 7.74 8.97  0.31
H -1.68 8.90 7.67  0.30
H -0.41 8.48 8.81  0.35
H 0.86 4.40 7.08  0.41
H 0.99 2.46 5.56  0.44
H 0.87 5.08 2.19  0.48
H 0.71 7.02 3.70  0.42
C 2.68 -3.34 3.79  -1.13
S 1.74 -2.83 2.37  0.68
C 2.92 -3.24 1.09  -1.07
O 1.77 -1.31 2.51  -0.63
H 2.88 -4.41 3.71  0.44
H 2.07 -3.15 4.67  0.36
H 3.60 -2.76 3.83  0.36
H 3.04 -4.32 1.06  0.46
H 3.87 -2.75 1.32  0.36
H 2.50 -2.88 0.16  0.25
C -0.65 4.17 -2.05  -1.32
C 0.28 3.10 -1.62  0.86
C 1.58 2.81 -1.98  -1.04
C 1.95 1.67 -1.27  0.41
N 0.92 1.26 -0.53  -0.19
N -0.07 2.15 -0.74  0.26
C 3.25 0.95 -1.28  -1.19
H -0.10 4.95 -2.57  0.35
H -1.16 4.62 -1.20  0.35
H -1.41 3.79 -2.74  0.30
H 2.19 3.37 -2.67  0.43
H -0.94 2.04 -0.25  0.11
H 4.07 1.66 -1.33  0.37
H 3.32 0.30 -2.15  0.29
H 3.38 0.34 -0.38  0.23

E_LUMO	-2.6	eV
E	-4275.0696	hartree
orbital gap	7.491	eV
HOMO	-10.058	eV
total charge	+1
energy above the lowest of the compared OMol25 structures with the same formula, charge and spin	7.6	kcal per mole
max |F|	0.79	eV Å⁻¹


Record 5
The following is a quantum chemistry calculation of a 7-piece molecular cluster, C20H30Cl10N2 overall at a distorted geometry, from OMol25.

Last column: Mulliken charge in e.
Cartesian coordinates (Å):
C 11.18 -25.50 -10.36  -0.48
C 10.07 -24.64 -10.02  -0.20
C 9.21 -25.05 -9.00  -0.13
N 9.44 -26.18 -8.31  -0.50
C 10.45 -26.98 -8.70  -0.26
C 11.39 -26.67 -9.70  -0.30
H 11.86 -25.21 -11.15  0.35
H 9.88 -23.74 -10.57  0.36
H 8.34 -24.49 -8.69  0.44
H 10.53 -27.96 -8.25  0.35
H 12.18 -27.36 -9.95  0.38
C 2.35 -24.37 -8.05  -0.56
C 3.77 -24.21 -8.02  0.11
C 4.43 -24.66 -6.90  -0.18
N 3.87 -25.51 -6.00  -0.56
C 2.57 -25.83 -6.12  -0.19
C 1.73 -25.26 -7.12  -0.28
H 1.71 -24.06 -8.86  0.38
H 4.28 -23.49 -8.64  0.02
H 5.48 -24.49 -6.75  0.51
H 2.16 -26.56 -5.43  0.36
H 0.70 -25.61 -7.14  0.39
Cl 7.17 -20.30 -11.62  -0.11
C 6.76 -21.54 -12.83  -0.46
C 6.51 -22.90 -12.15  0.24
Cl 4.85 -23.06 -11.54  -0.18
H 7.62 -21.45 -13.49  0.37
H 5.85 -21.11 -13.25  0.20
H 7.21 -23.13 -11.35  -0.08
H 6.48 -23.68 -12.91  0.03
Cl 6.70 -22.19 -8.37  -0.01
C 8.19 -21.21 -8.06  -0.57
C 8.02 -20.30 -6.78  -0.12
Cl 7.95 -21.19 -5.25  -0.19
H 8.38 -20.61 -8.95  0.18
H 9.04 -21.89 -8.01  0.35
H 7.12 -19.74 -6.99  0.03
H 8.89 -19.63 -6.74  0.33
Cl 4.23 -26.53 -13.43  -0.17
C 4.62 -25.53 -14.85  -0.36
C 4.61 -26.40 -16.18  -0.46
Cl 6.05 -27.52 -16.28  -0.19
H 5.65 -25.19 -14.75  0.20
H 3.94 -24.68 -14.88  0.33
H 4.79 -25.74 -17.03  0.30
H 3.67 -26.93 -16.31  0.35
Cl 4.21 -15.55 -15.31  -0.20
C 4.13 -17.29 -15.01  -0.46
C 3.49 -17.54 -13.69  -0.26
Cl 3.63 -19.24 -13.25  -0.14
H 5.14 -17.67 -15.12  0.28
H 3.62 -17.65 -15.91  0.33
H 2.46 -17.18 -13.72  0.35
H 3.99 -17.03 -12.87  0.13
Cl 7.31 -17.46 -9.34  -0.17
C 5.62 -17.46 -9.86  -0.33
C 4.61 -16.92 -8.87  -0.39
Cl 4.65 -17.85 -7.35  -0.18
H 5.46 -18.49 -10.17  0.19
H 5.58 -16.95 -10.83  0.23
H 3.63 -16.90 -9.34  0.33
H 4.88 -15.93 -8.52  0.30

E_LUMO	0.2	eV
E	-5491.4727	hartree
orbital gap	9.368	eV
HOMO	-9.152	eV
energy above the lowest of the compared OMol25 structures with the same formula, charge and spin	15.9	kcal per mole
max |F|	2.55	eV Å⁻¹
SMILES string	c1ccncc1.c1ccncc1.ClCCCl.ClCCCl.ClCCCl.ClCCCl.ClCCCl


Record 6
The following is a quantum chemistry calculation of C20H30ClNOZr as an isolated structure at a distorted geometry, from OMol25.

Last column: Mulliken charge in e.
Cartesian coordinates (Å):
C 0.27 0.84 -6.82  1.07
C 1.64 1.39 -7.13  -1.38
C 0.04 -0.51 -7.46  -1.38
C -0.83 1.82 -7.18  -1.38
Cl 0.19 0.58 -4.98  -0.24
H 0.08 -0.41 -8.55  0.36
H -0.93 -0.92 -7.19  0.38
H 0.80 -1.22 -7.16  0.38
H 1.73 1.56 -8.21  0.36
H 2.42 0.69 -6.83  0.38
H 1.81 2.34 -6.63  0.38
H -0.82 2.00 -8.25  0.36
H -0.68 2.78 -6.67  0.38
H -1.81 1.44 -6.90  0.38
C 1.73 -1.28 1.23  -0.52
C 1.09 -2.19 0.36  -0.63
C 1.39 -1.81 -0.98  -0.64
H 0.48 -3.02 0.65  0.49
C 2.23 -0.68 -0.92  -0.76
C 2.44 -0.35 0.44  -0.15
H 3.05 0.45 0.82  0.50
H 1.72 -1.32 2.31  0.58
H 1.06 -2.32 -1.87  0.58
H 2.65 -0.17 -1.77  0.57
C -2.12 1.14 0.67  -0.06
C -2.04 -0.06 1.42  -0.47
C -2.14 -1.13 0.50  -0.83
H -1.96 -0.14 2.49  0.65
C -2.27 -0.60 -0.81  -0.63
C -2.26 0.81 -0.70  -0.73
H -2.36 1.51 -1.51  0.55
H -2.10 2.14 1.07  0.46
H -2.12 -2.18 0.76  0.49
H -2.38 -1.17 -1.72  0.58
Zr 0.00 0.00 0.00  1.79
O 0.21 0.32 2.28  -0.39
C 0.27 0.52 3.54  0.02
C 1.55 0.17 4.29  -0.50
C 1.85 1.06 5.52  -0.90
C 1.07 0.68 6.79  -0.67
C -0.42 0.93 6.74  -0.64
C -1.10 0.18 5.62  -0.77
N -0.87 0.74 4.29  -0.01
H 1.56 -0.90 4.61  0.39
H 2.40 0.33 3.59  0.46
H 2.91 0.90 5.79  0.35
H 1.72 2.14 5.27  0.33
H 1.26 -0.39 7.02  0.31
H 1.47 1.27 7.64  0.34
H -0.84 0.55 7.70  0.33
H -0.67 2.01 6.66  0.29
H -0.84 -0.91 5.64  0.31
H -2.19 0.22 5.83  0.45
H -1.73 1.13 3.88  0.46

E_LUMO	-8.3	eV
E	-1416.7901	hartree
orbital gap	6.607	eV
HOMO	-14.895	eV
total charge	+2
energy above the lowest of the compared OMol25 structures with the same formula, charge and spin	41.0	kcal per mole
max |F|	2.65	eV Å⁻¹


Record 7
The following is a quantum chemistry calculation of C20H30CrNO3PS as an isolated structure at a distorted geometry, from OMol25.

Last column: Löwdin spin population.
Cartesian coordinates (Å):
C -2.81 0.21 -4.10  0.01
C -2.61 -1.02 -3.45  0.00
C -1.91 -1.09 -2.23  0.03
C -1.39 0.08 -1.63  0.14
C -1.57 1.31 -2.32  0.03
C -2.27 1.38 -3.54  0.00
C -1.69 -2.42 -1.54  0.00
C -0.23 -2.89 -1.37  0.00
N 0.82 -1.83 -1.12  0.01
Cr 0.00 0.00 0.00  3.08
C -0.87 2.54 -1.75  0.01
P 0.79 1.91 -1.18  0.03
H -3.01 -1.94 -3.90  0.00
H -2.40 2.34 -4.05  0.00
H -3.36 0.25 -5.04  0.00
H -1.39 2.91 -0.85  0.00
H -0.78 3.37 -2.47  0.00
H -2.15 -2.36 -0.54  0.00
H -2.22 -3.22 -2.09  0.00
H -0.20 -3.58 -0.51  0.00
C 1.52 3.25 -0.15  0.00
C 1.79 2.00 -2.74  0.00
H 0.10 -3.46 -2.26  0.00
C 1.38 -1.40 -2.42  0.01
C 1.91 -2.43 -0.31  0.02
H -0.67 1.14 0.83  0.01
H 1.87 -2.25 -2.93  0.00
H 0.56 -1.01 -3.05  0.00
H 2.12 -0.61 -2.24  0.00
H 2.44 -3.17 -0.91  0.00
H 2.62 -1.64 0.03  0.01
H 1.47 -2.94 0.56  0.00
H 1.81 3.03 -3.12  0.00
H 2.83 1.67 -2.55  0.00
H 1.33 1.34 -3.49  0.00
H 1.67 4.18 -0.74  0.00
H 0.84 3.45 0.69  0.00
H 2.49 2.91 0.26  0.00
H 1.17 -0.02 1.16  0.37
C -0.65 1.54 7.87  0.00
C -0.57 0.79 6.58  0.00
C -0.51 -0.61 6.61  0.00
C -0.41 -1.33 5.42  0.00
C -0.37 -0.67 4.18  0.00
C -0.44 0.73 4.15  0.00
C -0.55 1.46 5.34  0.00
S -0.11 -1.63 2.68  0.02
O 1.39 -1.91 2.57  0.13
O -0.56 -3.06 3.01  0.02
O -0.75 -1.44 1.07  0.06
H -1.56 1.24 8.43  0.00
H 0.25 1.31 8.49  0.00
H -0.68 2.64 7.70  0.00
H -0.52 -1.14 7.55  0.00
H -0.33 -2.41 5.46  0.00
H -0.40 1.26 3.21  0.00
H -0.59 2.54 5.30  0.00

E_LUMO (alpha / beta)	0.4 / -3.0	eV
E	-2844.3620	hartree
orbital gap (alpha / beta)	8.856 / 5.539	eV
HOMO (alpha / beta)	-8.460 / -8.517	eV
multiplicity	5
max |F|	9.71	eV Å⁻¹


Record 8
The following is a quantum chemistry calculation of C20H30CuGe2N2S as an isolated structure, from OMol25.

Last column: Mulliken charge in e.
Cartesian coordinates (Å):
Cu -1.30 -1.10 0.85  -0.61
C 3.49 -1.66 0.95  -1.21
C 2.01 -1.71 1.36  -0.44
Ge 0.84 -1.20 -0.13  0.14
C 0.62 -2.67 -1.40  -0.19
C 1.75 -2.69 -2.43  -1.25
C 1.50 0.38 -1.01  0.26
C 0.76 1.49 -0.92  0.13
Ge -0.84 1.19 0.16  0.45
C -2.58 1.35 -0.71  -0.37
C -2.93 2.74 -1.26  -1.18
C -0.77 1.92 1.98  -0.37
C -0.76 3.45 2.08  -1.10
C 1.07 2.81 -1.53  0.23
C 0.22 3.90 -1.33  0.21
C 0.49 5.14 -1.88  -1.28
C 1.63 5.32 -2.65  -0.50
C 2.48 4.24 -2.87  -0.74
C 2.20 3.00 -2.32  -0.50
H 4.12 -1.98 1.78  0.39
H 3.79 -0.65 0.67  0.33
H 3.70 -2.32 0.11  0.26
H 1.81 -1.03 2.19  0.36
H 1.72 -2.71 1.69  0.27
H -0.35 -2.56 -1.89  0.41
H 0.58 -3.60 -0.83  -0.01
H 1.76 -1.78 -3.02  0.33
H 1.62 -3.53 -3.13  0.39
H 2.73 -2.81 -1.97  0.25
H 2.45 0.38 -1.55  0.53
H -3.32 1.04 0.03  0.33
H -2.60 0.61 -1.51  0.36
H -2.94 3.50 -0.48  0.26
H -3.93 2.73 -1.70  0.41
H -2.23 3.06 -2.04  0.36
H 0.13 1.50 2.43  0.32
H -1.63 1.50 2.51  0.34
H 0.11 3.88 1.60  0.31
H -0.73 3.75 3.13  0.41
H -1.65 3.90 1.64  0.25
H -0.67 3.78 -0.73  0.50
H -0.18 5.97 -1.71  0.40
H 1.84 6.29 -3.09  0.40
H 3.37 4.37 -3.48  0.40
H 2.88 2.18 -2.51  0.33
S -3.15 -1.79 2.06  -0.55
C -2.44 -3.31 2.11  0.26
N -3.01 -4.32 2.83  0.01
C -2.49 -5.57 2.89  -0.05
C -1.36 -5.85 2.21  -1.02
C -0.79 -4.79 1.47  0.31
N -1.30 -3.58 1.42  0.01
H -3.86 -4.10 3.33  0.28
H -3.03 -6.29 3.49  0.41
H -0.92 -6.83 2.23  0.41
H 0.12 -4.95 0.90  0.37

E_LUMO	-3.9	eV
E	-7081.8835	hartree
orbital gap	6.913	eV
HOMO	-10.830	eV
total charge	+1
energy above the lowest of the compared OMol25 structures with the same formula, charge and spin	2.0	kcal per mole
max |F|	0.56	eV Å⁻¹